# 1
Molecular formula: CHN6O
Method: DFT, ωB97M-V/def2-TZVPD

```
! wB97M-V def2-TZVPD RIJCOSX def2/J DEFGRID3
* xyz -1 1
C -1.2561 -1.2093 0.0057
N -2.0336 -3.0498 -0.2579
N -0.8687 -2.4599 -0.0478
N -2.5317 -0.9433 -0.1265
N -3.0084 -2.1624 -0.3025
N -0.0703 1.2247 1.4063
N 0.0092 0.3531 0.4999
O 0.8363 2.0917 1.3829
H 0.7697 0.4074 -0.1982
*
```

HOMO-LUMO gap = 0.3425 hartree
E_HOMO = -5.58 eV
energy = -442.35512 Eh

=====

# 2
Molecular formula: CHNO2P
Method: DFT, ωB97M-V/def2-TZVPD

```
! wB97M-V def2-TZVPD RIJCOSX def2/J DEFGRID3
* xyz -1 1
C -2.4653 -0.5236 0.1782
N -3.4633 -0.8863 -0.3007
O -1.0747 1.6389 -0.7486
O 0.2203 -0.0570 0.7551
P -1.2424 0.9120 0.5166
H -0.1222 -0.2802 1.6261
*
```

relative energy (zero: lowest compared OMol25 entry of this formula, charge and spin) = 29.6 kJ/mol
SMILES string = N#CP([O-])O
HOMO-LUMO gap = 0.2968 hartree
E_HOMO = -3.64 eV
energy = -585.37678 Eh

=====

# 3
Molecular formula: CHNO2S
Method: DFT, ωB97M-V/def2-TZVPD

```
! wB97M-V def2-TZVPD RIJCOSX def2/J DEFGRID3
* xyz 0 1
C 0.1305 0.3611 0.6160
N -0.1007 -0.3650 -0.5413
O -1.1291 -0.4538 -1.1661
O 1.0492 -0.9749 -0.8791
S -1.1266 1.2055 1.2019
H 1.1765 0.2271 0.7686
*
```

relative energy (zero: lowest compared OMol25 entry of this formula, charge and spin) = 336.2 kJ/mol
SMILES string = O=[N+]([O-])C=S
HOMO-LUMO gap (alpha / beta) = 0.2862 / 0.2861 hartree
E_HOMO (alpha / beta) = -10.47 / -10.47 eV
energy = -641.96256 Eh

=====

# 4
Molecular formula: CHNO3P
Method: DFT, ωB97M-V/def2-TZVPD

```
! wB97M-V def2-TZVPD RIJCOSX def2/J DEFGRID3
* xyz -1 1
C -1.9345 0.1789 0.0696
N 0.6619 -0.7316 -0.1638
O -1.9274 0.4256 1.2277
O -2.0752 -0.1471 -1.0137
O 2.7234 0.8240 -0.0634
P 1.1672 0.7360 -0.3357
H 1.3847 -1.2858 0.2794
*
```

relative energy (zero: lowest compared OMol25 entry of this formula, charge and spin) = 40.0 kJ/mol
HOMO-LUMO gap = 0.2772 hartree
E_HOMO = -3.92 eV
energy = -660.64594 Eh

=====

# 5
Molecular formula: CHNO3S
Method: DFT, ωB97M-V/def2-TZVPD

```
! wB97M-V def2-TZVPD RIJCOSX def2/J DEFGRID3
* xyz 0 1
C 1.6882 0.2468 0.2182
N 0.7149 -0.2838 0.3996
O -1.2671 1.2235 0.3095
O -0.8883 -0.5692 -1.4293
O -1.7229 -1.1385 0.7927
S -1.1788 -0.1899 -0.0724
H 2.6538 0.7111 -0.2183
*
```

relative energy (zero: lowest compared OMol25 entry of this formula, charge and spin) = 208.2 kJ/mol
HOMO-LUMO gap = 0.3881 hartree
E_HOMO = -10.99 eV
energy = -717.28783 Eh

=====

# 6
Molecular formula: CHNO3S
Method: DFT, ωB97M-V/def2-TZVPD

```
! wB97M-V def2-TZVPD RIJCOSX def2/J DEFGRID3
* xyz 0 1
C 3.2347 -0.2125 -0.1567
N 1.5887 -1.1488 -0.4483
O 2.6044 -0.5928 -1.2611
O 2.2856 -0.8329 0.6656
O -0.3695 0.0270 0.8035
S 4.5274 0.7203 0.2892
H -1.2643 -0.1185 0.6876
*
```

relative energy (zero: lowest compared OMol25 entry of this formula, charge and spin) = 685.8 kJ/mol
HOMO-LUMO gap (alpha / beta) = 0.3047 / 0.2735 hartree
E_HOMO (alpha / beta) = -10.08 / -9.62 eV
energy = -717.10593 Eh

=====

# 7
Molecular formula: CHNOS
Method: DFT, ωB97M-V/def2-TZVPD

```
! wB97M-V def2-TZVPD RIJCOSX def2/J DEFGRID3
* xyz 0 1
C -1.2624 0.1080 0.1396
N -1.3803 1.0491 -0.4682
O 1.7401 0.1527 0.3507
S 1.9348 -0.6331 -0.8711
H -1.0321 -0.6768 0.8491
*
```

relative energy (zero: lowest compared OMol25 entry of this formula, charge and spin) = 106.4 kJ/mol
SMILES string = C#N.O=S
HOMO-LUMO gap (alpha / beta) = 0.2852 / 0.2871 hartree
E_HOMO (alpha / beta) = -9.47 / -9.49 eV
energy = -566.78990 Eh

=====

# 8
Molecular formula: CHNOS
Method: DFT, ωB97M-V/def2-TZVPD

```
! wB97M-V def2-TZVPD RIJCOSX def2/J DEFGRID3
* xyz 0 1
C -0.1660 -0.9870 -0.3859
N 0.7357 1.3012 0.4306
O 0.0576 0.1245 0.0722
S -0.6447 -2.4616 -0.5470
H 0.0174 2.0229 0.4301
*
```

relative energy (zero: lowest compared OMol25 entry of this formula, charge and spin) = 367.8 kJ/mol
HOMO-LUMO gap (alpha / beta) = 0.2921 / 0.2922 hartree
E_HOMO (alpha / beta) = -8.29 / -8.29 eV
energy = -566.69033 Eh

=====

# 9
Molecular formula: CHNOS
Method: DFT, ωB97M-V/def2-TZVPD

```
! wB97M-V def2-TZVPD RIJCOSX def2/J DEFGRID3
* xyz 0 1
C 1.3514 -0.9222 -0.0536
N 2.3776 -0.4980 -0.0526
O -1.8848 1.8089 -0.3393
S -2.1551 0.6651 0.5897
H 0.3110 -1.0538 -0.1441
*
```

relative energy (zero: lowest compared OMol25 entry of this formula, charge and spin) = 119.6 kJ/mol
SMILES string = C#N.O=S
HOMO-LUMO gap (alpha / beta) = 0.2876 / 0.2850 hartree
E_HOMO (alpha / beta) = -9.91 / -9.88 eV
energy = -566.78486 Eh

=====

# 10
Molecular formula: CHO3S2
Method: DFT, ωB97M-V/def2-TZVPD

```
! wB97M-V def2-TZVPD RIJCOSX def2/J DEFGRID3
* xyz -1 3
C -0.9802 -1.7288 0.5823
O 2.6744 -0.2346 -1.3890
O 0.7415 -1.4326 -2.4107
O 2.2478 -2.7734 -0.8882
S 0.6235 -1.5323 0.4777
S 1.8143 -1.4475 -1.3964
H -1.6695 -1.8887 -0.3210
*
```

HOMO-LUMO gap (alpha / beta) = 0.2289 / 0.2976 hartree
E_HOMO (alpha / beta) = -2.28 / -5.43 eV
energy = -1060.70658 Eh

=====

# 11
Molecular formula: CHO3Tl
Method: DFT, ωB97M-V/def2-TZVPD

```
! wB97M-V def2-TZVPD RIJCOSX def2/J DEFGRID3
* xyz 1 2
Tl 0.0452 -0.8583 -3.6675
O -0.7174 0.8846 0.9723
C 0.1295 -0.0021 0.4203
O 0.7753 -0.7232 1.1852
O 0.1316 -0.1479 -0.7746
H -0.3642 0.8468 1.8642
*
```

relative energy (zero: lowest compared OMol25 entry of this formula, charge and spin) = 0.0 kJ/mol
HOMO-LUMO gap (alpha / beta) = 0.4207 / 0.3024 hartree
E_HOMO (alpha / beta) = -16.54 / -15.85 eV
energy = -436.60658 Eh

=====

# 12
Molecular formula: CHPS3
Method: DFT, ωB97M-V/def2-TZVPD

```
! wB97M-V def2-TZVPD RIJCOSX def2/J DEFGRID3
* xyz 0 1
C -0.4469 -0.0602 0.4289
P -0.1988 0.3087 -2.3895
S -0.5075 -1.6378 0.7933
S 1.2181 -0.9062 -2.7305
S 0.1348 1.2912 1.2971
H -0.1996 1.0043 2.6008
*
```

relative energy (zero: lowest compared OMol25 entry of this formula, charge and spin) = 222.4 kJ/mol
HOMO-LUMO gap (alpha / beta) = 0.2025 / 0.2028 hartree
E_HOMO (alpha / beta) = -7.36 / -7.37 eV
energy = -1574.51045 Eh

=====

Among the records above, which one has the highest energy? CHO3Tl

=====

Which value of energy does entry 4 give? -660.64594 Eh

=====

Which value of energy does entry 5 give? -717.28783 Eh